No. 1
A structure of composition C10H8Cl2NO2 at a distorted geometry. Source: the Open Molecules 2025 dataset; level of theory: the ωB97M-V functional and the def2-TZVPD basis.

**Total energy**: -1511.37117 a.u.
**Highest occupied orbital energy**: -0.1865 hartree

Geometry as ORCA input:
```
! RIJCOSX wB97M-V def2-TZVPD def2/J DEFGRID3
* xyz -1 1
Cl 0.345 1.751 -5.020
Cl 2.915 1.566 -3.508
O 3.254 -0.849 4.092
O 3.373 0.087 2.147
N 2.610 -0.625 3.103
C -1.817 -1.422 1.014
C -1.163 -0.293 0.506
C 3.724 0.642 -0.073
C -3.941 -0.736 0.152
C -3.264 0.259 -0.602
C -1.905 0.542 -0.362
C 1.429 -0.001 0.791
C -3.205 -1.601 0.939
C 2.849 0.255 0.894
C 0.242 -0.159 0.637
H -3.778 0.810 -1.302
H -3.787 -2.357 1.302
H 1.565 1.786 -4.016
H -1.568 1.389 -1.031
H 3.434 0.839 -1.017
H -4.973 -0.706 -0.128
H 4.742 0.851 0.039
H -1.081 -2.028 1.444
*
```



No. 2
A structure of composition C31H22AuF5O2P2S at a distorted geometry. Source: the Open Molecules 2025 dataset; level of theory: the ωB97M-V functional and the def2-TZVPD basis.

**Total energy**: -3060.98005 a.u.
**Highest occupied orbital energy**: -0.2564 hartree
**ΔE to the lowest compared entry with this formula, charge and spin**: 11.6 kcal/mol

Geometry as ORCA input:
```
! RIJCOSX wB97M-V def2-TZVPD def2/J DEFGRID3
* xyz 0 1
Au 1.660 1.926 -0.388
S 3.351 3.364 0.191
P -0.564 0.147 1.988
P -1.102 -0.278 -0.904
F 2.945 2.465 -2.782
F 5.563 5.213 0.078
F 7.020 6.005 -2.047
F 6.464 5.036 -4.545
F 4.401 3.263 -4.859
O 0.166 0.446 -1.140
O 0.339 1.277 1.735
C -2.438 1.110 6.035
C -2.361 0.190 -2.129
C -1.884 0.562 -3.380
C 0.395 -3.849 2.069
C -2.769 0.958 -4.366
C 0.661 -3.837 -1.640
C 3.943 3.343 -2.545
C 2.364 -2.569 1.570
C -0.847 -2.064 -1.065
C -0.355 -2.690 2.147
C -1.402 0.382 3.579
C -2.275 1.460 3.672
C -1.901 0.047 0.721
C 4.196 3.806 -1.246
C 5.736 4.646 -3.488
C 4.690 3.747 -3.641
C -1.651 -4.317 -1.209
C -0.379 -4.747 -1.553
C -1.549 0.051 5.946
C -1.025 -0.315 4.716
C 6.015 5.134 -2.213
C 5.261 4.721 -1.129
C 1.750 -3.793 1.783
C -3.726 0.208 -1.868
C -1.891 -2.976 -0.969
C 0.428 -2.495 -1.401
C 0.266 -1.462 1.937
C -4.129 0.989 -4.100
C -4.606 0.612 -2.856
C 1.621 -1.408 1.650
C -2.801 1.817 4.898
H 1.221 -1.766 -1.478
H -2.833 1.402 6.998
H 2.331 -4.703 1.736
H -1.256 -0.481 6.838
H -0.325 -1.135 4.635
H -0.204 -5.791 -1.764
H 3.419 -2.513 1.350
H -1.409 -2.744 2.380
H -2.463 -5.025 -1.141
H -2.644 -0.710 0.968
H -0.818 0.554 -3.558
H -2.398 1.252 -5.336
H 1.651 -4.167 -1.910
H -2.887 -2.635 -0.722
H -2.367 1.037 0.666
H -3.482 2.652 4.974
H -4.102 -0.081 -0.897
H 2.071 -0.437 1.494
H -4.821 1.313 -4.861
H -5.666 0.642 -2.644
H -0.076 -4.807 2.240
H -2.523 2.020 2.781
*
```



Repeat the first record exactly.
A structure of composition C10H8Cl2NO2 at a distorted geometry. Source: the Open Molecules 2025 dataset; level of theory: the ωB97M-V functional and the def2-TZVPD basis.

**Total energy**: -1511.37117 a.u.
**Highest occupied orbital energy**: -0.1865 hartree

Geometry as ORCA input:
```
! RIJCOSX wB97M-V def2-TZVPD def2/J DEFGRID3
* xyz -1 1
Cl 0.345 1.751 -5.020
Cl 2.915 1.566 -3.508
O 3.254 -0.849 4.092
O 3.373 0.087 2.147
N 2.610 -0.625 3.103
C -1.817 -1.422 1.014
C -1.163 -0.293 0.506
C 3.724 0.642 -0.073
C -3.941 -0.736 0.152
C -3.264 0.259 -0.602
C -1.905 0.542 -0.362
C 1.429 -0.001 0.791
C -3.205 -1.601 0.939
C 2.849 0.255 0.894
C 0.242 -0.159 0.637
H -3.778 0.810 -1.302
H -3.787 -2.357 1.302
H 1.565 1.786 -4.016
H -1.568 1.389 -1.031
H 3.434 0.839 -1.017
H -4.973 -0.706 -0.128
H 4.742 0.851 0.039
H -1.081 -2.028 1.444
*
```